Below is 2 unconnected molecules or ions with the total composition C14H16O at a distorted geometry, with properties calculated with ωB97M-V with the def2-TZVPD basis set.

```
! RIJCOSX wB97M-V def2-TZVPD def2/J DEFGRID3
* xyz 1 2
C 4.42529 -1.36442 1.95912
C 1.24695 0.15732 -0.58567
C 1.19954 -1.17159 -0.18196
C 2.38925 0.89716 -0.18207
C 2.14799 -1.66462 0.79476
C 3.48543 0.25100 0.36858
C 3.34343 -0.98079 1.01139
H 0.32224 0.51339 -1.13224
H 0.45140 -1.70633 -0.70362
H 2.50337 1.92781 -0.47191
H 1.91518 -2.55115 1.32092
H 4.28764 0.90534 0.68978
H 4.77773 -2.35832 1.96729
H 4.00377 -1.39955 2.95318
H 5.30596 -0.71100 1.92340
C -2.56280 -1.79051 -0.96443
C -3.25424 1.82070 -1.46128
C -3.21465 0.50756 -1.66625
C -2.59411 2.29221 -0.29729
C -2.57895 -0.33308 -0.69261
C -1.98044 1.47682 0.66169
C -1.96188 0.12202 0.51944
O -2.58296 3.59509 -0.16817
H -3.77393 2.66422 -2.12812
H -3.60829 -0.00420 -2.53273
H -2.91967 4.23754 -0.79165
H -1.55586 2.00119 1.56978
H -1.94002 -2.23134 -0.14560
H -2.03306 -2.19189 -1.79876
H -1.67154 -0.76817 1.17596
H -3.57277 -2.14240 -1.01094
*
```

⟨S²⟩: 0.77
Energy above the lowest of the compared OMol25 structures with the same formula, charge and spin (eV): 2.378
HOMO (alpha / beta) (eV): -11.47 / -11.47
LUMO (alpha / beta) (eV): -3.64 / -7.26


Below is a molecular structure, C12H16AsCuN2O6S at a distorted geometry, with properties calculated with ωB97M-V with the def2-TZVPD basis set.

```
! RIJCOSX wB97M-V def2-TZVPD def2/J DEFGRID3
* xyz -1 2
Cu -0.74440 0.00222 0.59497
O -3.60693 1.07713 1.93990
As -2.02039 1.31088 2.66923
O -2.13420 2.27291 3.97625
O -1.00245 1.74107 1.39661
C -1.62158 -0.51233 3.41754
C -1.60723 -0.39709 4.80950
C -1.42861 -1.49880 5.63176
C -1.27515 -2.74958 5.07741
C -1.34052 -2.89490 3.70208
C -1.50110 -1.79508 2.86074
S -1.91210 -2.26493 1.17341
O -2.95725 -1.33769 0.76617
O -2.30366 -3.64815 1.22011
O -0.72471 -2.02881 0.31488
H -3.57404 0.25116 1.42003
H -1.72342 0.59245 5.23025
H -1.42027 -1.36716 6.70720
H -1.14174 -3.62368 5.70299
H -1.29196 -3.87843 3.25796
C -2.85047 3.86122 -2.49834
C -2.45159 2.43787 -2.30276
C -2.66343 1.31291 -3.07320
C -2.08270 0.24544 -2.35722
N -1.54322 0.70519 -1.23778
N -1.77150 2.02846 -1.22249
C -2.03024 -1.20161 -2.71351
H -3.53743 3.94181 -3.33853
H -1.98424 4.49225 -2.70448
H -3.34809 4.25176 -1.60989
H -3.18328 1.26362 -4.01566
H -1.52796 2.49781 -0.35209
H -3.03727 -1.59479 -2.85818
H -1.55127 -1.76514 -1.91700
H -1.47108 -1.35160 -3.63936
C 1.10603 -0.11768 1.28774
H 1.75838 0.23936 0.48184
H 1.35873 -1.15344 1.51539
H 1.26348 0.51815 2.15951
*
```

⟨S²⟩: 0.75
Energy above the lowest of the compared OMol25 structures with the same formula, charge and spin (eV): 0.000
HOMO (alpha / beta) (eV): -4.55 / -5.79
LUMO (alpha / beta) (eV): 2.86 / 2.85


Below is 11 unconnected molecules or ions with the total composition C44H72O27 at a distorted geometry, with properties calculated with ωB97M-V with the def2-TZVPD basis set.

```
! RIJCOSX wB97M-V def2-TZVPD def2/J DEFGRID3
* xyz 0 1
C 1.13640 -0.60657 -0.50564
C 0.18487 0.54160 -0.71996
C -1.16454 0.27714 -1.37251
O -2.02017 1.12825 -0.63770
C -1.50960 1.49776 0.54522
O -2.10344 2.11766 1.42401
O -0.19260 0.98745 0.62993
H 1.64728 -0.86060 -1.43439
H 0.53629 -1.44767 -0.15848
H 1.85769 -0.40125 0.28537
H 0.69105 1.42604 -1.10681
H -1.47765 -0.75820 -1.23784
H -1.10701 0.53713 -2.42949
C -0.91103 -0.44422 3.97386
C -1.33625 -1.89209 3.57360
C -2.78780 -2.34801 3.69703
O -3.19501 -2.60374 2.36919
C -2.18672 -2.46686 1.55069
O -2.25757 -2.66819 0.36212
O -1.15276 -1.97151 2.20007
H -0.05401 0.01327 3.47955
H -0.63643 -0.50030 5.02721
H -1.75348 0.24534 3.92037
H -0.70464 -2.63147 4.06603
H -3.44879 -1.59344 4.12341
H -2.83501 -3.30474 4.21717
C 2.24933 4.89472 -1.97808
C 1.31554 5.54886 -0.98951
C 1.80842 5.81043 0.43867
O 1.64259 7.18048 0.63458
C 1.04870 7.68912 -0.45723
O 0.55611 8.83413 -0.40874
O 0.96629 6.83999 -1.44912
H 2.34461 3.88067 -1.58984
H 3.21965 5.39105 -1.96320
H 1.76580 4.90361 -2.95492
H 0.36387 5.01955 -1.03702
H 2.85361 5.51859 0.33624
H 1.36007 5.06564 1.09621
C -0.85830 -7.93972 -1.55047
C -1.34881 -6.71614 -2.34210
C -2.78549 -6.15127 -2.01186
O -2.57026 -4.75608 -1.95489
C -1.25227 -4.49334 -2.08006
O -0.78495 -3.38439 -2.23414
O -0.53226 -5.67810 -1.99968
H -0.98551 -7.73620 -0.48723
H 0.19316 -8.16213 -1.73235
H -1.56921 -8.75135 -1.70526
H -1.15115 -6.94496 -3.38932
H -3.22670 -6.39079 -1.04436
H -3.53188 -6.39859 -2.76674
C 7.68986 0.70378 2.66378
C 7.37726 -0.43038 1.58278
C 7.57336 -1.84679 2.03671
O 6.29448 -2.34182 2.13798
C 5.40657 -1.47908 1.62991
O 4.24850 -1.63676 1.47777
O 6.01487 -0.39688 1.25194
H 8.73724 0.74055 2.96335
H 7.08048 0.49754 3.54368
H 7.58333 1.67531 2.18121
H 8.03493 -0.36136 0.71630
H 8.16914 -1.82923 2.94930
H 8.12273 -2.41006 1.28238
C 6.12425 -0.94654 -2.36099
C 5.08264 0.05448 -1.84899
C 5.71815 1.38791 -1.44741
O 4.62948 2.20633 -1.80216
C 3.85129 1.67956 -2.80459
O 3.11547 2.32297 -3.58020
O 4.14547 0.37684 -2.85083
H 5.75362 -1.96364 -2.48846
H 7.01837 -0.92386 -1.73799
H 6.55384 -0.71653 -3.33600
H 4.51200 -0.41033 -1.04499
H 6.62629 1.66544 -1.98255
H 5.88786 1.37095 -0.37084
C 3.75037 -5.89949 0.79095
C 2.61078 -5.47812 -0.08465
C 2.42224 -3.94495 -0.35962
O 2.44914 -3.97128 -1.75533
C 2.54269 -5.19621 -2.27390
O 2.49793 -5.35534 -3.45871
O 2.75916 -6.07696 -1.32681
H 3.60244 -6.94423 1.06430
H 3.68718 -5.31670 1.70990
H 4.70953 -5.75398 0.29402
H 1.65330 -5.86522 0.26390
H 3.30583 -3.48425 0.08209
H 1.50833 -3.62677 0.14202
C -3.23298 5.33159 -0.82527
C -3.20810 3.95397 -1.59349
C -4.00370 3.93341 -2.80193
O -3.13922 3.13613 -3.69376
C -1.90429 3.20957 -3.23336
O -0.88997 2.71575 -3.76926
O -1.82783 3.91283 -2.06859
H -3.05979 6.14136 -1.53406
H -2.50524 5.53124 -0.03874
H -4.25846 5.43894 -0.47174
H -3.41751 3.08908 -0.96402
H -4.08664 4.95438 -3.17453
H -5.01452 3.53882 -2.69867
C -5.03366 -0.87447 -2.60998
C -6.07892 0.17674 -2.45878
C -7.31531 -0.51493 -3.00720
O -7.25633 -1.85820 -2.61375
C -5.84225 -2.15435 -2.69762
H -4.36614 -0.93002 -1.75008
H -4.43493 -0.70663 -3.50523
H -5.93592 1.15149 -2.92517
H -6.19667 0.36720 -1.39202
H -7.31717 -0.55440 -4.09649
H -8.22716 -0.01242 -2.68459
H -5.61917 -2.64526 -3.64490
H -5.51399 -2.82996 -1.90776
C -6.09261 2.38816 2.07976
C -7.22875 1.39409 1.80344
C -7.21081 0.36689 2.91764
O -5.90053 0.33430 3.32747
C -5.09548 1.39061 2.74425
H -6.33069 3.17460 2.79597
H -5.85816 2.79148 1.09465
H -6.94227 0.83850 0.91049
H -8.16783 1.91313 1.61154
H -7.58819 -0.64870 2.79824
H -7.75324 0.82191 3.74640
H -4.37975 1.04054 2.00041
H -4.64160 1.78591 3.65299
C 2.19418 1.56798 2.68521
C 1.59741 2.59456 3.62455
C 2.65778 3.72898 3.52736
O 2.86662 3.69451 2.09963
C 2.61590 2.40479 1.48795
H 1.48727 0.77544 2.43972
H 2.93269 0.97167 3.22106
H 1.64462 2.21955 4.64692
H 0.64613 2.99479 3.27387
H 3.60145 3.38766 3.95294
H 2.35415 4.74405 3.78335
H 3.41431 1.88258 0.96073
H 1.70286 2.51867 0.90356
*
```

Energy above the lowest of the compared OMol25 structures with the same formula, charge and spin (eV): 2.972
HOMO (eV): -9.24
LUMO (eV): -0.01
Structure (SMILES): C[C@H]1COC(=O)O1.C[C@H]1COC(=O)O1.C[C@H]1COC(=O)O1.C[C@H]1COC(=O)O1.C[C@H]1COC(=O)O1.C[C@H]1COC(=O)O1.C[C@H]1COC(=O)O1.C[C@H]1COC(=O)O1.C1CCOC1.C1CCOC1.C1CCOC1


Below is 2 unconnected molecules or ions with the total composition C11H15N at a distorted geometry, with properties calculated with ωB97M-V with the def2-TZVPD basis set.

```
! RIJCOSX wB97M-V def2-TZVPD def2/J DEFGRID3
* xyz 0 1
C -1.06692 -0.12158 -3.28693
C -0.88736 0.93540 -2.30774
C -1.42499 2.20281 -2.30152
N -0.76530 2.86359 -1.23902
C -0.00202 2.01433 -0.49469
C 0.64204 2.19574 0.71976
C 1.40483 1.12875 1.23510
C 1.54587 -0.04167 0.49274
C 0.82518 -0.22676 -0.68510
C 0.09799 0.78873 -1.27593
H -1.97028 -0.70670 -2.96086
H -0.35802 -0.93512 -3.39195
H -1.23917 0.19812 -4.32262
H -2.04075 2.81337 -2.92832
H -0.96178 3.81799 -1.00247
H 0.60558 3.16478 1.17002
H 1.93850 1.13282 2.16511
H 2.16241 -0.81565 0.93020
H 0.75660 -1.23537 -1.18869
C 0.32965 -1.71369 2.95787
C -0.08386 -2.91662 2.16130
H 1.13880 -1.10525 2.60701
H -0.58875 -1.21006 3.24130
H 0.58928 -2.14514 3.93874
H -0.78865 -3.64903 2.59205
H 0.68734 -3.70356 1.98467
H -0.54620 -2.73025 1.18996
*
```

Energy above the lowest of the compared OMol25 structures with the same formula, charge and spin (eV): 1.414
HOMO (eV): -7.74
LUMO (eV): 0.95
Structure (SMILES): Cc1c[nH]c2ccccc12.CC